A molecular structure, C4H12OSi2. Source: the Open Molecules 2025 dataset; level of theory: ωB97M-V with the def2-TZVPD basis set.

Summary:
frontier orbital gap = 0.2882 Ha

```
! wB97M-V def2-TZVPD RIJCOSX def2/J DEFGRID3
* xyz 0 1
C -0.77333 -1.47574 0.10556
C -0.49473 1.58108 1.12573
C 2.87402 -1.29790 -0.10370
C -2.56033 0.90869 -0.97573
O 3.16869 1.65146 -0.49708
Si -0.59181 0.45182 -0.37466
Si 2.25357 0.47878 -0.46693
H -0.95612 -2.24343 -0.62346
H -0.01454 -1.71951 0.69655
H -1.69353 -1.48649 0.69450
H -1.37836 2.13442 1.22534
H -0.45324 1.09462 2.06404
H 0.43666 2.13384 1.09934
H 3.79076 -1.37998 0.46099
H 2.09148 -1.94558 0.23966
H 3.17138 -1.68799 -1.16652
H -3.34180 0.55731 -0.28180
H -2.71904 2.03197 -1.30751
H -2.80973 0.21265 -1.91433
*
```